69
Properties=species:S:1:pos:R:3:lowdin_charge:R:1 method="wB97M-V/def2-TZVPD" total_energy_ha=-1929.37198 e_homo_ev=-8.0 smiles="CCOc1cc2[nH]c(=S)n(Cc3ccc(C(=O)NCCN(CC)CC)cc3)c(=O)c2cc1OCC" orbital_gap_ev=8.37 lumo_energy_ev=0.331 relative_energy_kj_mol=188.1
C -8.779 -1.660 -0.519 -0.0541
C -7.958 -1.421 -1.780 -0.2229
O -6.590 -1.761 -1.607 -0.0213
C -5.756 -1.072 -0.798 -0.1760
C -4.592 -1.764 -0.479 0.0772
C -3.603 -1.199 0.312 -0.1778
N -2.451 -1.871 0.636 0.0846
C -1.463 -1.352 1.411 -0.7629
S -0.143 -2.284 1.738 0.7114
N -1.630 -0.085 1.892 0.0093
C -0.554 0.494 2.688 -0.1240
C 0.613 0.883 1.819 -0.2240
C 1.878 0.360 2.051 -0.0602
C 2.935 0.689 1.223 -0.0192
C 2.742 1.552 0.150 -0.1327
C 3.854 1.940 -0.771 -0.4567
O 3.944 3.049 -1.264 0.0621
N 4.719 0.939 -1.040 0.0706
C 5.949 1.117 -1.769 -0.1534
C 7.123 0.655 -0.896 -0.1848
N 6.870 -0.686 -0.406 -0.2173
C 7.043 -1.745 -1.390 -0.2482
C 5.726 -2.485 -1.632 -0.0788
C 7.427 -0.975 0.900 -0.2540
C 8.956 -0.914 0.999 -0.0815
C 1.482 2.103 -0.060 -0.0024
C 0.425 1.765 0.762 -0.0086
C -2.756 0.707 1.651 -0.3625
O -2.844 1.821 2.125 0.0868
C -3.779 0.092 0.813 -0.0652
C -4.940 0.796 0.494 0.0691
C -5.927 0.251 -0.305 -0.1747
O -7.059 0.925 -0.656 -0.0866
C -7.286 2.218 -0.126 -0.2440
C -8.640 2.686 -0.638 -0.0569
H -8.639 -2.681 -0.169 0.0805
H -9.831 -1.502 -0.736 0.0791
H -8.476 -0.976 0.269 0.0697
H -8.067 -0.390 -2.123 0.1132
H -8.285 -2.099 -2.574 0.1254
H -4.480 -2.762 -0.871 0.1316
H -2.300 -2.810 0.294 0.1349
H -0.245 -0.237 3.439 0.1041
H -0.977 1.377 3.176 0.1314
H 2.033 -0.318 2.877 0.1049
H 3.914 0.281 1.431 0.1089
H 4.644 0.052 -0.564 0.1096
H 5.916 0.537 -2.697 0.1158
H 6.041 2.176 -2.017 0.1212
H 8.058 0.735 -1.474 0.1221
H 7.195 1.321 -0.033 0.1258
H 7.793 -2.468 -1.052 0.1084
H 7.401 -1.324 -2.335 0.1141
H 4.983 -1.820 -2.063 0.0621
H 5.337 -2.875 -0.695 0.0719
H 5.884 -3.317 -2.315 0.0692
H 7.084 -1.974 1.185 0.1146
H 6.997 -0.261 1.609 0.1122
H 9.271 -1.188 2.002 0.0707
H 9.418 -1.600 0.293 0.0650
H 9.314 0.091 0.786 0.0658
H 1.349 2.795 -0.878 0.1191
H -0.553 2.191 0.589 0.1145
H -5.025 1.793 0.893 0.1183
H -6.496 2.905 -0.458 0.1302
H -7.285 2.181 0.971 0.1311
H -8.855 3.677 -0.252 0.0780
H -8.637 2.720 -1.724 0.0796
H -9.419 2.001 -0.314 0.0766



72
Properties=species:S:1:pos:R:3:lowdin_charge:R:1 method="wB97M-V/def2-TZVPD" total_energy_ha=-2457.30616 total_charge=+1 e_homo_ev=-10.9 smiles="CCOC(=O)N1CC[NH+](S(=O)(=O)c2ccc(C(=O)N(CCN(C)C)c3nc4c(C)cccc4s3)cc2)CC1" orbital_gap_ev=7.51 lumo_energy_ev=-3.402 relative_energy_kj_mol=8.7
C -7.796 -0.630 2.518 -0.0561
C -7.378 -1.841 1.701 -0.1935
O -6.127 -1.620 1.026 0.0012
C -6.193 -0.940 -0.120 -0.5370
O -7.187 -0.493 -0.625 0.1232
N -4.954 -0.831 -0.716 -0.0405
C -3.714 -1.151 -0.065 -0.0979
C -2.972 0.138 0.326 -0.1186
N -2.809 1.015 -0.841 -0.1135
S -2.071 2.733 -0.323 0.7942
O -2.898 3.032 0.788 -0.2209
O -2.168 3.440 -1.547 -0.2280
C -0.414 2.295 0.100 -0.3102
C -0.142 1.849 1.382 -0.0420
C 1.161 1.510 1.697 0.0201
C 2.165 1.621 0.735 -0.1182
C 3.597 1.454 1.158 -0.3810
O 4.219 2.411 1.549 0.1279
N 4.110 0.184 1.137 -0.0027
C 5.512 0.006 1.489 -0.1262
C 6.360 -0.227 0.231 -0.1964
N 6.050 0.747 -0.802 -0.2727
C 6.398 0.253 -2.121 -0.0968
C 6.675 2.033 -0.547 -0.0872
C 3.397 -0.874 0.649 -0.5183
N 2.303 -0.765 -0.017 0.1384
C 1.797 -1.987 -0.367 -0.2536
C 0.656 -2.199 -1.146 -0.2056
C -0.081 -1.024 -1.717 -0.0331
C 0.282 -3.505 -1.401 -0.0420
C 1.016 -4.586 -0.918 -0.0708
C 2.162 -4.391 -0.173 -0.0819
C 2.545 -3.089 0.094 -0.4439
S 3.941 -2.526 0.967 1.1472
C 1.874 2.120 -0.534 0.0180
C 0.571 2.443 -0.864 -0.0381
C -4.105 1.316 -1.478 -0.1156
C -4.814 0.018 -1.872 -0.0966
H -7.019 -0.363 3.231 0.0784
H -7.988 0.216 1.863 0.0762
H -8.707 -0.863 3.061 0.0839
H -8.142 -2.079 0.956 0.1268
H -7.194 -2.707 2.338 0.1271
H -3.919 -1.743 0.826 0.1399
H -3.092 -1.745 -0.745 0.1274
H -1.989 -0.105 0.735 0.1260
H -3.548 0.695 1.068 0.1408
H -2.184 0.577 -1.526 0.1419
H -0.931 1.807 2.116 0.1235
H 1.403 1.171 2.692 0.1374
H 5.613 -0.842 2.171 0.1094
H 5.820 0.917 2.002 0.1253
H 6.139 -1.221 -0.166 0.0902
H 7.422 -0.210 0.525 0.1334
H 5.851 -0.668 -2.319 0.0831
H 7.473 0.055 -2.233 0.0925
H 6.105 0.994 -2.862 0.0835
H 6.298 2.449 0.385 0.0677
H 6.412 2.717 -1.352 0.0882
H 7.770 1.962 -0.492 0.0940
H 0.463 -0.643 -2.581 0.1023
H -1.075 -1.326 -2.043 0.0652
H -0.126 -0.226 -0.977 0.0483
H -0.594 -3.696 -2.002 0.1115
H 0.691 -5.589 -1.142 0.1094
H 2.746 -5.223 0.187 0.1124
H 2.669 2.242 -1.252 0.1377
H 0.309 2.830 -1.836 0.1241
H -3.931 1.956 -2.344 0.1347
H -4.704 1.868 -0.750 0.1473
H -5.815 0.239 -2.249 0.1399
H -4.247 -0.509 -2.647 0.1395



111
Properties=species:S:1:pos:R:3:lowdin_charge:R:1 method="wB97M-V/def2-TZVPD" total_energy_ha=-19278.52599 e_homo_ev=-8.6 orbital_gap_ev=8.57 lumo_energy_ev=-0.007
C 0.561 -1.682 -0.786 0.1846
C 0.005 -1.956 -1.793 -0.0739
C -0.910 -1.997 -2.955 -0.2035
B -1.922 -3.220 -2.669 -0.6229
O -2.637 -3.831 -3.688 0.1771
O -2.081 -3.667 -1.377 0.0218
C -1.388 -4.914 -1.166 -0.0292
C -0.010 -2.418 -4.191 -0.1044
B 1.577 -2.086 -4.075 -0.5792
O 2.436 -3.169 -4.269 0.1503
N 2.181 -0.781 -3.838 -0.0740
C 2.947 -0.312 -5.018 -0.0750
C 3.190 -0.977 -2.753 -0.1060
S -0.545 -1.802 -5.792 0.6628
O -1.351 -2.740 -6.496 -0.2349
O 0.623 -1.490 -6.541 -0.2304
O -1.288 -0.415 -5.507 -0.1910
C -2.342 -0.676 -4.525 -0.2909
C -3.433 0.350 -4.847 -0.5942
I -2.776 2.409 -4.686 0.9948
C -4.822 0.111 -4.249 -0.3055
C -5.345 -1.329 -4.483 -0.0874
C -1.652 -0.620 -3.138 -0.3827
O -0.634 0.336 -3.270 -0.0270
C -2.552 -0.446 -1.907 -0.0878
C -2.846 0.937 -1.327 -0.8057
O -3.870 1.478 -1.429 -0.0381
I -1.406 2.015 -0.079 0.8631
H 1.088 -1.381 0.085 0.0166
H -2.199 -4.629 -4.004 0.1245
H -1.113 -4.960 -0.117 0.0999
H -0.470 -4.923 -1.772 0.0925
H -2.029 -5.742 -1.476 0.0975
H -0.075 -3.508 -4.259 0.1269
H 2.286 -3.834 -3.588 0.1106
H 2.300 0.204 -5.730 0.0798
H 3.423 -1.137 -5.562 0.0948
H 3.681 0.411 -4.675 0.0812
H 4.181 -1.115 -3.197 0.0883
H 3.216 -0.112 -2.082 0.0601
H 2.991 -1.859 -2.141 0.0595
H -2.741 -1.656 -4.807 0.1287
H -3.582 0.243 -5.923 0.0924
H -5.511 0.763 -4.788 0.0702
H -4.920 0.320 -3.185 0.0512
H -5.506 -1.510 -5.548 0.0886
H -6.294 -1.477 -3.956 -0.0062
H -4.649 -2.061 -4.063 0.0605
H -0.253 0.542 -2.405 0.0646
H -2.179 -1.013 -1.046 0.1238
H -3.511 -0.917 -2.144 0.0864
C 2.320 4.047 1.099 -1.5181
Cl 0.673 3.977 1.724 0.4094
Cl 2.921 2.425 0.741 0.5055
Cl 2.381 5.106 -0.313 0.5126
H 2.951 4.481 1.865 0.0147
C -6.472 3.969 -3.967 -1.5608
Cl -7.235 5.394 -3.254 0.5311
Cl -7.531 2.563 -3.826 0.5360
Cl -6.042 4.272 -5.651 0.5044
H -5.559 3.762 -3.418 -0.0198
C -0.600 3.151 5.442 -1.5329
Cl 1.134 3.410 5.253 0.5041
Cl -1.446 3.409 3.914 0.5007
Cl -0.911 1.526 6.054 0.5190
H -0.972 3.866 6.164 -0.0231
C 4.162 -1.633 2.015 -1.5364
Cl 2.500 -1.674 2.606 0.5371
Cl 4.760 -3.265 1.730 0.5137
Cl 4.271 -0.651 0.549 0.5408
H 4.781 -1.175 2.776 -0.0070
C 3.709 6.000 -4.020 -1.5587
Cl 2.790 7.054 -2.948 0.5025
Cl 2.910 4.439 -4.166 0.5240
Cl 3.918 6.748 -5.604 0.5276
H 4.688 5.844 -3.586 0.0129
C 4.895 -4.421 5.601 -1.5039
Cl 4.254 -4.538 7.239 0.5097
Cl 3.695 -4.952 4.416 0.5011
Cl 5.423 -2.769 5.264 0.5166
H 5.755 -5.074 5.526 0.0187
C -7.630 -1.041 -0.855 -1.5088
Cl -5.869 -1.121 -0.817 0.6073
Cl -8.234 -0.978 -2.515 0.5646
Cl -8.326 -2.414 0.005 0.5374
H -7.937 -0.134 -0.350 0.0177
C 1.729 5.949 8.816 -1.5372
Cl 3.198 6.379 7.941 0.5325
Cl 0.350 5.866 7.717 0.5361
Cl 1.935 4.418 9.671 0.5262
H 1.531 6.721 9.548 0.0129
C 8.327 -2.092 7.938 -1.5400
Cl 6.690 -2.211 8.579 0.4932
Cl 8.963 -3.693 7.547 0.5228
Cl 8.370 -1.042 6.518 0.5100
H 8.959 -1.654 8.700 0.0117
C 0.731 -6.502 8.292 -1.5476
Cl 0.040 -4.933 8.712 0.5224
Cl 1.476 -6.446 6.695 0.4946
Cl 1.906 -7.010 9.510 0.5180
H -0.070 -7.230 8.270 0.0102
C -3.163 6.680 -4.227 -1.5510
Cl -2.832 7.984 -3.085 0.5306
Cl -3.734 7.329 -5.765 0.5216
Cl -1.726 5.681 -4.466 0.4679
H -3.944 6.056 -3.812 -0.0136
C 2.889 0.522 9.189 -1.5483
Cl 4.349 0.409 8.204 0.5105
Cl 1.471 0.762 8.169 0.4948
Cl 2.702 -0.919 10.193 0.5267
H 2.988 1.379 9.842 -0.0077



70
Properties=species:S:1:pos:R:3:lowdin_charge:R:1 method="wB97M-V/def2-TZVPD" total_energy_ha=-1950.36494 e_homo_ev=-8.6 smiles="COc1cccc(/C=C/c2onc(C)c2S(=O)(=O)N2CCC(C(=O)NC3CCCCCC3)CC2)c1" orbital_gap_ev=8.05 lumo_energy_ev=-0.565 relative_energy_kj_mol=305.3
C -5.370 0.157 -1.525 -0.0784
O -4.196 -0.042 -0.776 -0.1011
C -4.299 -0.289 0.558 -0.2605
C -5.495 -0.359 1.267 -0.0162
C -5.467 -0.620 2.628 -0.0720
C -4.274 -0.814 3.289 -0.0428
C -3.061 -0.749 2.591 -0.2102
C -1.824 -0.959 3.312 0.0024
C -0.589 -0.931 2.782 0.0041
C 0.603 -1.131 3.547 -0.2296
O 0.568 -1.435 4.856 0.0323
N 1.837 -1.550 5.330 0.1233
C 2.660 -1.321 4.343 -0.3134
C 4.132 -1.340 4.479 -0.0101
C 1.926 -1.046 3.159 -0.1672
S 2.618 -0.648 1.591 0.7025
O 1.560 -0.636 0.606 -0.2962
O 3.729 -1.510 1.331 -0.2599
N 3.240 0.875 1.929 -0.2254
C 2.244 1.907 2.136 -0.1764
C 1.514 2.292 0.849 -0.1259
C 2.483 2.551 -0.316 -0.2033
C 1.723 2.512 -1.649 -0.4687
O 1.697 3.456 -2.412 0.0643
N 1.112 1.339 -1.883 0.1005
C 0.414 1.023 -3.115 -0.2963
C -1.031 0.613 -2.803 -0.1357
C -1.228 -0.847 -2.391 -0.1906
C -1.455 -1.773 -3.585 -0.2079
C -0.211 -2.046 -4.426 -0.2110
C 0.479 -0.791 -4.961 -0.1932
C 1.238 -0.027 -3.876 -0.1410
C 3.642 1.542 -0.390 -0.1246
C 4.259 1.289 0.981 -0.1867
C -3.093 -0.483 1.225 0.0610
H -6.018 -0.725 -1.500 0.0979
H -5.038 0.331 -2.547 0.0936
H -5.928 1.031 -1.173 0.0971
H -6.444 -0.212 0.775 0.1032
H -6.399 -0.672 3.172 0.1071
H -4.268 -1.019 4.349 0.1100
H -1.923 -1.149 4.373 0.1229
H -0.405 -0.754 1.734 0.0945
H 4.511 -0.319 4.449 0.0895
H 4.562 -1.879 3.638 0.0779
H 4.413 -1.803 5.419 0.0867
H 1.530 1.536 2.876 0.1192
H 2.764 2.771 2.561 0.1333
H 0.830 1.484 0.596 0.0876
H 0.919 3.190 1.025 0.1295
H 2.906 3.556 -0.209 0.1509
H 1.194 0.586 -1.213 0.1019
H 0.393 1.957 -3.687 0.1460
H -1.654 0.819 -3.675 0.1121
H -1.383 1.267 -2.002 0.1150
H -2.118 -0.900 -1.762 0.0824
H -0.382 -1.196 -1.797 0.1113
H -1.833 -2.732 -3.220 0.1081
H -2.230 -1.339 -4.222 0.1105
H -0.503 -2.675 -5.272 0.1061
H 0.508 -2.614 -3.832 0.1118
H -0.248 -0.137 -5.444 0.1151
H 1.195 -1.102 -5.725 0.1069
H 1.638 -0.746 -3.157 0.1131
H 2.092 0.490 -4.320 0.1176
H 3.288 0.583 -0.771 0.1016
H 4.400 1.920 -1.079 0.1311
H 4.991 0.482 0.930 0.1164
H 4.739 2.188 1.378 0.1337
H -2.185 -0.423 0.648 0.1120



73
Properties=species:S:1:pos:R:3:lowdin_charge:R:1 method="wB97M-V/def2-TZVPD" total_energy_ha=-2372.70119 e_homo_ev=-6.6 orbital_gap_ev=6.81 lumo_energy_ev=0.172
Sr -0.886 -0.504 -1.389 1.3118
N -3.502 -0.833 -1.641 -0.0577
C -3.889 0.031 -2.774 -0.2341
C -2.886 -0.160 -3.925 -0.1885
N -1.515 0.341 -3.597 -0.2913
C -1.439 1.834 -3.570 -0.1695
C -1.280 2.429 -2.154 -0.2449
N 0.010 2.038 -1.534 -0.0280
C -0.464 -0.286 -4.475 -0.1882
C 0.982 -0.169 -3.932 -0.2351
N 1.185 -1.024 -2.725 -0.1039
H -3.580 -1.813 -1.895 0.0342
H -4.056 -0.660 -0.812 0.0869
H -3.887 1.071 -2.437 0.1051
H -4.894 -0.165 -3.159 0.1104
H -3.262 0.323 -4.835 0.1210
H -2.815 -1.231 -4.124 0.0960
H -2.344 2.254 -4.018 0.1193
H -0.605 2.162 -4.197 0.1160
H -2.073 2.044 -1.500 0.0868
H -1.414 3.511 -2.218 0.1129
H -0.055 2.158 -0.527 0.0588
H 0.760 2.627 -1.876 0.0843
H -0.503 0.146 -5.481 0.1222
H -0.695 -1.348 -4.569 0.0802
H 1.199 0.866 -3.661 0.0895
H 1.661 -0.428 -4.747 0.1098
H 2.154 -1.026 -2.436 0.0755
H 0.916 -1.991 -2.939 0.0184
N -0.110 -5.296 -1.268 0.0223
C -0.671 -4.041 -1.072 -0.8716
S -1.309 -3.258 -2.546 0.4672
N -0.644 -3.660 0.168 -0.0198
N -1.078 -2.321 0.397 -0.0957
C -1.318 -2.111 1.626 -0.1225
C -1.749 -0.838 2.263 -0.1489
C -1.935 -0.904 3.644 -0.0732
C -2.376 0.175 4.393 -0.1173
C -2.660 1.364 3.714 -0.1175
C -2.468 1.469 2.348 -0.0417
C -1.983 0.385 1.580 -0.4040
O -1.759 0.498 0.308 -0.3630
H -0.440 -5.799 -2.074 0.0527
H 0.000 -5.827 -0.419 0.0750
H -1.192 -2.955 2.306 0.1110
H -1.729 -1.852 4.135 0.1038
H -2.514 0.087 5.462 0.0883
H -3.033 2.221 4.265 0.0957
H -2.670 2.396 1.823 0.1066
O 1.147 -0.394 0.337 -0.5747
S 2.425 0.384 0.495 1.0122
C 2.079 1.815 1.459 -0.3924
C 1.091 1.781 2.432 -0.0394
C 0.873 2.925 3.186 -0.0506
C 1.634 4.069 2.961 -0.0719
C 2.613 4.088 1.975 -0.0791
C 2.838 2.951 1.208 -0.0924
C 3.336 -0.580 1.654 -0.3778
C 2.628 -1.526 2.377 -0.0508
C 3.314 -2.298 3.303 -0.0576
C 4.681 -2.118 3.486 -0.0780
C 5.376 -1.174 2.738 -0.0793
C 4.702 -0.396 1.804 -0.0793
H 0.498 0.885 2.591 0.1131
H 0.103 2.918 3.947 0.1071
H 1.454 4.955 3.557 0.1049
H 3.193 4.985 1.799 0.1041
H 3.593 2.950 0.429 0.1057
H 1.569 -1.665 2.189 0.1045
H 2.781 -3.046 3.877 0.1095
H 5.210 -2.726 4.210 0.1037
H 6.443 -1.050 2.874 0.1040
H 5.232 0.339 1.208 0.1090



70
Properties=species:S:1:pos:R:3:lowdin_spin:R:1 method="wB97M-V/def2-TZVPD" total_energy_ha=-5688.17879 total_charge=+2 e_homo_ev="-12.0 / -14.2" orbital_gap_ev="5.06 / 7.25" lumo_energy_ev="-6.910 / -6.908" relative_energy_kj_mol=143.0 multiplicity=2
C -0.029 1.435 -6.006 0.1225
C -0.089 1.409 -4.555 0.4961
H -0.030 2.478 -6.360 0.0285
H -0.925 0.927 -6.407 0.0098
H 0.877 0.909 -6.355 -0.0008
O 0.073 1.884 -3.498 0.2815
I 0.408 -3.306 -2.878 0.0112
Ti -0.066 -1.216 -1.413 0.0071
P 2.398 -0.670 -1.911 0.0004
C 3.044 0.689 -0.889 0.0001
C 3.430 -2.115 -1.507 0.0000
H 4.460 -1.923 -1.830 0.0000
H 4.046 0.151 -3.455 0.0002
H 3.033 -2.993 -2.037 0.0001
H 2.828 -0.869 -4.289 0.0004
H 3.023 0.441 0.180 0.0000
H 3.399 -2.321 -0.431 0.0000
C 2.977 -0.097 -3.530 0.0035
H 4.068 0.924 -1.212 0.0000
H 2.433 0.807 -3.831 0.0021
H 2.409 1.568 -1.067 0.0001
P -2.284 -0.382 -2.035 0.0030
C -2.688 1.189 -1.208 0.0005
C -2.851 -0.027 -3.714 0.0192
H -3.345 -2.558 -1.994 0.0000
H -4.469 -1.286 -1.406 0.0001
H -3.157 -1.918 -0.354 0.0001
C -3.433 -1.647 -1.382 0.0001
H -2.681 -0.901 -4.346 0.0011
H -3.925 0.194 -3.670 0.0013
H -3.746 1.189 -0.909 0.0001
H -2.508 2.005 -1.922 -0.0001
H -2.315 0.830 -4.138 0.0109
H -2.056 1.365 -0.330 0.0000
Cl -0.811 -2.846 0.123 0.0004
O 0.143 0.036 0.025 0.0001
As 0.059 0.193 1.778 0.0000
C -1.315 -1.004 2.516 0.0000
C -2.679 -0.833 2.215 0.0000
C -3.621 -1.722 2.753 0.0000
C -3.202 -2.763 3.591 0.0000
C -1.846 -2.953 3.864 0.0000
C -0.900 -2.047 3.356 0.0000
C 1.817 -0.426 2.311 0.0000
C 2.233 -1.728 2.015 0.0000
C 3.516 -2.162 2.383 0.0000
C 4.367 -1.300 3.081 0.0000
C 3.931 -0.018 3.442 0.0000
C 2.651 0.421 3.074 0.0000
C -0.524 2.023 1.942 0.0000
C -1.459 2.337 2.950 0.0000
C -1.927 3.644 3.091 0.0000
C -1.421 4.661 2.274 0.0000
C -0.446 4.364 1.310 0.0000
C 0.003 3.049 1.134 0.0000
H -2.984 -0.013 1.562 0.0000
H -4.686 -1.615 2.529 0.0000
H -3.938 -3.440 4.027 0.0000
H -1.545 -3.814 4.467 0.0000
H 0.162 -2.158 3.577 0.0000
H 1.548 -2.418 1.515 0.0000
H 3.829 -3.179 2.134 0.0000
H 5.372 -1.618 3.354 0.0000
H 4.588 0.642 4.012 0.0000
H 2.296 1.412 3.382 0.0000
H -1.809 1.545 3.614 0.0000
H -2.684 3.888 3.837 0.0000
H -1.770 5.687 2.386 0.0000
H -0.011 5.157 0.689 0.0000
H 0.755 2.829 0.376 0.0000